# 1
{
  "formula": "H37O18",
  "method": "wB97M-V/def2-TZVPD",
  "s2": 0.751,
  "e_above_lowest_kcal_mol": 41.4,
  "total_energy_ha": -1376.295798,
  "homo_energy_ev": [-2.3778, -10.2766],
  "mol_weight_g_mol": 325.28,
  "multiplicity": 2,
  "species": ["O", "H", "H", "O", "H", "O", "H", "H", "O", "H", "H", "O", "H", "H", "O", "H", "H", "O", "H", "H", "O", "H", "H", "O", "H", "H", "O", "H", "H", "O", "H", "H", "O", "H", "H", "O", "H", "H", "O", "H", "H", "O", "H", "H", "O", "H", "H", "O", "H", "H", "O", "H", "H", "H", "H"],
  "xyz": [[-1.572242, 2.994843, 3.292600], [-1.406950, 3.255050, -0.835314], [-5.814602, 0.352337, -2.492345], [-5.148332, 1.050874, -2.550690], [-2.401000, 3.499988, 3.344678], [-2.275193, -3.271849, -3.851913], [-1.897252, -2.729037, -4.549876], [0.061926, -3.672941, -1.000684], [1.289708, -1.373671, -2.283797], [1.173753, -0.900053, -3.115653], [1.030673, -0.664928, -1.650742], [-0.897010, -3.224551, -0.778447], [-0.666207, -2.648182, 0.049372], [-0.884839, -2.606877, -1.546060], [0.832729, 1.481676, 4.261895], [0.627292, 2.234179, 4.836513], [-0.054576, 1.079583, 4.319564], [-0.960726, -4.821688, 1.080958], [1.913021, -1.055195, 6.007536], [-1.140171, -0.857346, 1.185070], [2.541909, 0.120509, -0.119636], [2.243950, 0.973823, -0.498080], [2.584690, -0.833217, -0.093648], [0.871478, 3.543042, -3.098596], [1.737011, 3.936490, -3.284056], [2.135082, -3.636538, 0.198803], [-0.285921, -1.198565, 0.861862], [-0.654028, -4.629404, 1.983527], [0.194093, -0.438602, 0.400946], [-0.833417, -0.245277, -5.350299], [-0.544061, 0.389331, -6.020782], [-0.192508, 0.016377, -4.671741], [2.377095, -2.394187, 2.186211], [2.809340, -1.808306, 2.814653], [1.476341, -2.105581, 2.005014], [-1.391763, 3.536922, 0.087277], [0.338435, 4.349699, -3.001028], [-1.148126, 4.468638, 0.060105], [0.694040, 4.180464, 1.245432], [1.632676, 4.394920, 1.148633], [0.603725, 4.250149, 2.211192], [0.662627, 1.268114, -1.556530], [0.123131, 1.742879, -0.899190], [0.850813, 2.071607, -2.093562], [1.594626, -4.177640, -0.388416], [-1.801053, 2.650428, 2.407772], [2.140896, -4.813021, -0.869201], [2.756262, -0.588721, 5.960491], [-3.100852, -3.661453, -4.147396], [2.541436, 0.297544, 5.569134], [0.268494, 1.529058, 1.164063], [-0.009964, 2.457824, 1.392671], [0.847648, 1.327561, 1.903432], [-1.505816, -5.573748, 1.371882], [-4.368291, 0.476672, -2.603602]],
  "forces_ev_per_angstrom": [[-1.2041, 0.2105, -0.9207], [-0.2851, -0.0222, -0.0198], [-0.3608, 0.4349, 0.0346], [0.1235, -0.9923, -0.0209], [0.3126, 0.3184, 0.8823], [0.3561, -0.0687, 0.5980], [-0.2707, 0.0389, -0.2314], [-1.5317, 0.3168, 1.3671], [-0.6513, 0.2070, 0.4101], [0.1218, -0.1990, -0.1206], [0.4160, -0.3467, -0.4668], [2.8162, -0.1531, -1.1879], [-0.2841, 0.1495, -0.7336], [-0.5792, 0.3938, 0.0966], [-0.8285, -0.0207, 0.7226], [0.5438, 0.2951, -0.2099], [0.3904, -0.2828, -0.5630], [-0.3769, -0.9423, 1.8366], [0.0947, 0.1939, -0.0687], [0.2970, 0.3304, -0.0885], [1.3437, 1.1135, 2.1971], [-0.6021, -2.0575, -0.5857], [-0.4558, 0.4581, -1.1153], [0.2020, 0.9613, -0.2042], [0.1322, -0.3841, -0.0115], [0.3037, -0.0325, 0.0687], [0.5942, 0.0577, -0.6116], [0.5507, 0.6302, -0.3750], [-0.8457, -0.7930, 0.9092], [0.7773, 0.5578, 0.0406], [-0.4839, -0.2276, -0.4156], [-0.4003, -0.3580, 0.4202], [0.2153, -0.7513, -0.5327], [-0.3312, 0.2382, -0.0419], [-0.0782, 0.5632, 0.3352], [-0.7570, -0.1392, -0.3895], [-0.2559, -0.4056, 0.0680], [0.1824, -0.0620, 0.0891], [1.0061, 0.9540, 1.0331], [-0.0163, -0.1353, -0.3249], [-0.3826, 0.0105, -0.1312], [-0.4347, 1.7257, -0.3523], [0.0683, -0.8476, 0.6157], [0.1710, -0.6668, -0.4747], [-0.5464, -0.2040, -0.4739], [0.8877, -0.4957, -0.0067], [0.1054, 0.3401, 0.2575], [-0.2127, 1.0471, -0.4707], [0.0472, 0.1715, -0.2911], [0.0437, -1.2522, 0.4094], [-0.6984, 1.0215, 0.7071], [0.3719, -1.1358, -0.8815], [0.3337, -0.3376, 0.1739], [-0.1995, 0.0089, -0.9401], [0.2643, 0.5650, -0.0109]]
}


# 2
{
  "formula": "C28H34N7PbS2SbSe4Si",
  "method": "wB97M-V/def2-TZVPD",
  "e_above_lowest_kcal_mol": 16.5,
  "total_energy_ha": -12595.562113,
  "homo_energy_ev": -0.8051,
  "mol_weight_g_mol": 1205.65,
  "multiplicity": 1,
  "total_charge": -2,
  "species": ["Pb", "C", "N", "C", "C", "N", "C", "C", "C", "C", "C", "C", "N", "C", "N", "C", "C", "C", "C", "C", "C", "N", "H", "H", "H", "H", "H", "H", "H", "H", "H", "H", "H", "H", "H", "H", "H", "C", "C", "N", "C", "C", "S", "C", "C", "S", "C", "N", "C", "H", "H", "H", "H", "H", "H", "H", "H", "Se", "Sb", "Se", "Se", "Se", "C", "Si", "C", "C", "C", "H", "H", "H", "H", "H", "H", "H", "H", "H", "H", "H"],
  "xyz": [[0.477804, -0.274545, 0.808796], [-1.241980, -1.471298, -2.724500], [-0.004716, -1.841695, -2.068346], [1.196563, -1.868496, -2.840574], [1.567090, -0.465622, -3.198095], [1.418906, 0.548385, -2.412275], [1.904128, 1.626867, -3.132022], [1.980416, 2.961633, -2.745472], [2.513897, 3.857750, -3.655238], [2.961798, 3.442453, -4.923226], [2.888924, 2.116819, -5.318839], [2.350423, 1.224326, -4.394695], [2.111792, -0.141219, -4.425659], [-1.934870, -0.311449, -2.080613], [-1.491846, 0.401989, -1.107982], [-2.499232, 1.356872, -0.868930], [-2.561237, 2.375279, 0.081993], [-3.700476, 3.160266, 0.092804], [-4.752073, 2.951472, -0.815529], [-4.698560, 1.949262, -1.770801], [-3.549785, 1.165534, -1.768529], [-3.150691, 0.095107, -2.557116], [-1.946949, -2.314763, -2.761927], [-1.051181, -1.190238, -3.763588], [-0.089833, -2.629242, -1.448243], [1.145961, -2.476505, -3.764167], [1.992016, -2.294913, -2.224715], [1.633487, 3.264996, -1.762633], [2.588692, 4.903251, -3.383989], [3.372988, 4.176417, -5.605511], [3.233664, 1.799258, -6.295011], [2.338382, -0.782129, -5.164126], [-1.754181, 2.564314, 0.785563], [-3.753678, 3.948668, 0.833949], [-5.625359, 3.592274, -0.771647], [-5.507142, 1.784060, -2.473287], [-3.699946, -0.378017, -3.251106], [4.449334, -0.663801, -0.635335], [4.299031, -1.278682, 0.723763], [3.404297, -0.902594, 1.568136], [3.490657, -1.598999, 2.757715], [4.467108, -2.538765, 2.802184], [5.336399, -2.528659, 1.326640], [2.577312, -1.204290, 3.840335], [2.802423, -1.379614, 5.160869], [1.554785, -0.629598, 6.042985], [0.794862, -0.130529, 4.575062], [1.437649, -0.516887, 3.508391], [-0.462530, 0.672053, 4.627665], [3.631481, 0.042516, -0.779227], [4.424632, -1.418244, -1.422919], [5.392663, -0.121512, -0.712476], [4.718513, -3.208757, 3.608925], [3.658435, -1.831190, 5.636474], [-0.745637, 1.016789, 3.637212], [-1.283021, 0.083411, 5.049088], [-0.297540, 1.559999, 5.236384], [1.996721, 5.960920, 1.509247], [0.976383, 4.126412, 2.735715], [1.203443, 2.268295, 0.912959], [2.282001, 3.304772, 4.641699], [-1.425309, 4.372227, 3.181954], [-3.360976, -3.157977, 2.915090], [-2.531340, -2.296880, 1.463862], [-3.916638, -1.892766, 0.245895], [-1.513415, -3.675551, 0.658475], [-1.552203, -0.870201, 1.957555], [-3.981589, -3.990321, 2.563873], [-3.994875, -2.464047, 3.477186], [-2.613086, -3.555533, 3.610421], [-4.837643, -2.413359, 0.528756], [-3.663871, -2.196509, -0.774990], [-4.125721, -0.817977, 0.230435], [-2.027134, -4.639862, 0.745857], [-0.530707, -3.765906, 1.134011], [-1.353219, -3.490030, -0.410120], [-1.151275, -1.070999, 2.957604], [-2.193568, 0.015526, 2.037956]],
  "forces_ev_per_angstrom": [[0.0411, -0.2241, -0.0670], [0.2710, -0.2292, 0.0834], [-0.5250, -0.3879, 0.0199], [0.0599, 0.1562, -0.1557], [0.1789, -0.1045, -0.2941], [0.1012, -0.1030, -0.1604], [0.0151, 0.3766, 0.1000], [0.0086, 0.2403, -0.0150], [0.0186, -0.0627, -0.1053], [-0.0734, -0.0462, 0.1538], [-0.0427, 0.0151, 0.0833], [0.0665, -0.0748, -0.1465], [0.0234, 0.0644, 0.1490], [0.1256, -0.2840, -0.3220], [-0.3305, 0.3963, 0.5991], [0.2668, 0.0099, 0.1197], [0.0344, -0.0626, -0.0207], [-0.0299, -0.0356, -0.0113], [0.0802, 0.0303, 0.0805], [0.0987, -0.0014, 0.0819], [-0.0867, -0.0391, -0.1475], [-0.1988, 0.0944, -0.0163], [0.0253, 0.0021, -0.0026], [0.1376, -0.0455, -0.1249], [-0.0290, 0.0642, 0.0227], [-0.0440, 0.0072, 0.0049], [-0.0160, -0.0156, 0.0679], [0.0422, -0.0186, 0.0045], [0.0061, -0.0264, 0.0162], [0.0063, 0.0029, -0.0022], [0.0048, -0.0169, -0.0172], [-0.0290, 0.0155, 0.0281], [-0.0378, -0.0151, -0.0510], [-0.0263, 0.0169, -0.0363], [0.0133, -0.0049, 0.0112], [0.0122, 0.0087, 0.0051], [0.0100, 0.0157, 0.0280], [-0.0060, -0.0258, 0.1526], [0.0326, 0.2190, -0.1829], [0.0827, -0.2125, 0.2882], [-0.2343, 0.3196, -0.0479], [0.0847, -0.0634, 0.0516], [0.1893, -0.2237, -0.1521], [0.2887, -0.0598, -0.6133], [0.1224, -0.0785, 0.2632], [-0.0984, 0.1028, 0.2410], [-0.0426, 0.0543, -0.1887], [-0.4020, 0.0702, 0.3159], [0.0978, 0.0298, 0.0237], [-0.0223, -0.0074, 0.0195], [-0.0016, -0.0403, -0.0231], [0.0012, 0.0040, 0.0021], [-0.0192, 0.0312, -0.0300], [-0.0340, 0.0255, -0.0371], [0.0856, 0.0437, -0.0221], [0.0402, 0.0250, -0.0338], [0.0456, 0.0718, 0.0287], [0.0136, 0.0534, -0.0556], [-0.0617, -0.2360, 0.0934], [-0.0437, 0.2212, -0.1464], [-0.0941, -0.0380, 0.0446], [0.0033, -0.1074, 0.0186], [-0.1153, -0.1218, 0.2552], [-0.1272, -0.2220, -0.2873], [-0.1369, 0.1042, -0.0941], [0.1314, -0.1740, -0.0851], [0.1320, 0.6189, 0.2855], [0.0008, -0.0014, 0.0769], [0.0288, -0.0500, -0.0554], [-0.0522, 0.0165, -0.0375], [0.0215, 0.0305, -0.0580], [-0.0162, 0.0231, 0.0234], [-0.0045, -0.0732, -0.0002], [0.0517, 0.0348, -0.0289], [-0.0495, -0.0229, -0.0350], [-0.0816, -0.0473, 0.1417], [-0.0238, -0.0151, -0.1111], [0.0350, 0.0024, 0.0363]]
}